No. 1
{"formula": "C11H11BrN2O4", "method": "ωB97M-V/def2-TZVPD", "orbital_gap_ev": 8.9, "total_charge": 0, "e_homo_ev": -9.5, "relative_energy_ev": 3.264, "total_energy_ev": -92795.7909, "smiles": "C[C@@]1(C(=O)NNC(=O)c2ccc(=O)oc2)C[C@H]1Br", "species": ["C", "C", "C", "O", "N", "N", "C", "O", "C", "C", "C", "C", "O", "O", "C", "C", "C", "Br", "H", "H", "H", "H", "H", "H", "H", "H", "H", "H", "H"], "coordinates": [[3.276, -1.374, 1.957], [2.480, -1.953, 0.780], [1.057, -1.397, 0.649], [0.203, -1.624, 1.513], [0.771, -0.406, -0.274], [-0.488, 0.326, -0.261], [-0.865, 1.300, -1.197], [-0.147, 1.540, -2.159], [-2.181, 1.956, -1.017], [-3.020, 1.713, 0.120], [-4.216, 2.369, 0.226], [-4.617, 3.340, -0.794], [-5.689, 3.917, -0.584], [-3.862, 3.503, -1.906], [-2.640, 2.839, -1.978], [3.226, -2.343, -0.540], [2.671, -3.428, 0.410], [3.838, -4.533, 1.563], [3.390, -0.288, 1.861], [2.806, -1.620, 2.922], [4.303, -1.764, 1.952], [1.497, -0.074, -0.885], [-1.128, 0.153, 0.479], [-2.718, 1.061, 0.925], [-4.795, 2.193, 1.140], [-2.053, 3.031, -2.888], [4.321, -2.221, -0.550], [2.806, -2.256, -1.548], [1.772, -3.961, 0.085]], "lowdin_charge": [-0.05, -0.40, -0.40, 0.05, 0.13, 0.12, -0.41, 0.06, -0.11, 0.00, 0.04, -0.44, 0.08, 0.11, 0.05, -0.08, -0.57, 0.66, 0.09, 0.10, 0.06, 0.14, 0.10, 0.11, 0.13, 0.15, 0.11, 0.11, 0.10]}


No. 2
{"formula": "C11H11Cl2N", "method": "ωB97M-V/def2-TZVPD", "orbital_gap_ev": 9.6, "total_charge": 0, "e_homo_ev": -9.4, "relative_energy_ev": 0.778, "total_energy_ev": -38118.6800, "smiles": "CC1(C)N=C(c2ccccc2)C1(Cl)Cl", "species": ["C", "C", "C", "N", "C", "C", "C", "C", "C", "C", "C", "C", "Cl", "Cl", "H", "H", "H", "H", "H", "H", "H", "H", "H", "H", "H"], "coordinates": [[-0.576, 0.890, -2.982], [0.295, 0.591, -1.752], [1.729, 1.016, -2.019], [-0.330, 0.924, -0.460], [-0.304, -0.257, 0.022], [-0.404, -0.677, 1.375], [-0.439, -1.992, 1.706], [-0.482, -2.376, 3.031], [-0.581, -1.399, 3.985], [-0.415, -0.037, 3.652], [-0.453, 0.300, 2.324], [0.344, -0.902, -1.169], [2.016, -1.535, -0.808], [-0.580, -2.106, -2.099], [-0.090, 0.438, -3.795], [-0.640, 1.952, -3.127], [-1.564, 0.482, -2.804], [1.825, 1.979, -2.689], [2.304, 0.256, -2.528], [2.225, 1.269, -1.157], [-0.558, -2.854, 1.020], [-0.398, -3.406, 3.316], [-0.742, -1.690, 4.932], [-0.489, 0.749, 4.353], [-0.229, 1.287, 1.851]], "lowdin_charge": [-0.05, -0.54, -0.10, 0.20, -0.31, -0.23, -0.04, -0.07, -0.06, -0.04, -0.03, -0.99, 0.64, 0.64, 0.06, 0.08, 0.07, 0.13, 0.05, 0.04, 0.13, 0.11, 0.07, 0.09, 0.13]}


No. 3
{"formula": "C11H11F2NO5P", "method": "ωB97M-V/def2-TZVPD", "orbital_gap_ev": 5.2, "total_charge": -1, "e_homo_ev": -2.7, "total_energy_ev": -38037.7406, "species": ["O", "C", "C", "P", "O", "N", "C", "O", "F", "C", "O", "F", "C", "C", "C", "C", "C", "C", "H", "H", "H", "H", "H", "H", "H", "H", "C", "O", "H", "H", "H"], "coordinates": [[1.254, 3.024, 1.598], [0.759, 2.224, 0.837], [-0.301, 2.681, -0.152], [-2.040, 2.828, 0.451], [-1.873, 2.870, 2.050], [-2.748, 1.171, 0.200], [-2.983, 0.937, -1.159], [-2.610, 1.594, -2.067], [-3.811, -0.107, -1.311], [-2.221, 0.092, 0.927], [-2.216, 0.002, 2.106], [-1.724, -0.855, 0.127], [1.165, 0.794, 0.805], [1.015, -0.012, 1.925], [1.375, -1.351, 1.852], [1.890, -1.870, 0.674], [2.083, -1.063, -0.439], [1.710, 0.271, -0.370], [-0.052, 3.702, -0.444], [-0.266, 2.059, -1.045], [-1.304, 2.188, 2.437], [0.607, 0.391, 2.841], [1.237, -1.988, 2.714], [2.144, -2.918, 0.594], [2.478, -1.497, -1.360], [1.837, 0.913, -1.232], [0.943, -3.217, -2.512], [2.282, -3.174, -2.424], [0.424, -2.212, -2.571], [0.532, -3.762, -3.406], [0.413, -3.716, -1.647]], "lowdin_charge": [0.09, -0.43, -0.24, 0.99, -0.27, -0.05, -0.58, 0.15, 0.14, -0.54, 0.16, 0.16, -0.20, -0.06, -0.08, -0.06, -0.06, -0.02, 0.09, 0.08, 0.05, 0.11, 0.10, 0.11, 0.08, 0.11, -0.51, -0.43, 0.03, 0.03, 0.03]}


No. 4
{"formula": "C11H11F4N2O6S2", "method": "ωB97M-V/def2-TZVPD", "orbital_gap_ev": 2.5, "total_charge": -1, "e_homo_ev": -2.1, "total_energy_ev": -59386.4570, "species": ["O", "S", "O", "N", "C", "C", "F", "N", "C", "C", "S", "C", "F", "F", "F", "H", "H", "H", "H", "H", "H", "H", "H", "H", "C", "C", "C", "O", "C", "C", "C", "O", "O", "O", "H", "H"], "coordinates": [[0.135, 0.707, -1.812], [1.469, 0.366, -2.051], [2.354, 1.468, -2.222], [1.951, -0.618, -0.814], [0.958, -1.653, -0.537], [1.590, -2.544, 0.550], [1.046, -3.768, 0.622], [1.458, -1.785, 1.817], [1.776, -0.307, 1.691], [2.407, 0.138, 0.350], [4.253, -0.030, 0.469], [1.531, -0.632, -3.633], [1.820, 0.229, -4.596], [2.485, -1.566, -3.615], [0.358, -1.154, -3.913], [0.019, -1.242, -0.111], [0.737, -2.267, -1.409], [2.653, -2.616, 0.295], [2.021, -2.203, 2.559], [0.472, -1.864, 2.105], [0.878, 0.250, 1.970], [2.507, -0.074, 2.464], [2.227, 1.214, 0.271], [4.363, -1.246, 1.058], [-4.513, 1.503, 1.590], [-3.747, 0.395, 1.247], [-2.563, 0.699, 0.302], [-1.743, -0.193, -0.023], [-2.416, 2.020, -0.198], [-3.194, 3.140, 0.132], [-4.318, 2.861, 1.161], [-5.039, 3.758, 1.610], [-3.062, 4.293, -0.307], [-3.911, -0.791, 1.624], [-5.358, 1.374, 2.261], [-1.603, 2.139, -0.906]], "lowdin_charge": [-0.19, 0.69, -0.23, -0.25, -0.10, -0.30, 0.10, 0.14, -0.09, -0.58, 0.79, -0.67, 0.16, 0.14, 0.18, 0.11, 0.15, 0.15, 0.19, 0.20, 0.16, 0.11, 0.12, -0.15, -0.04, -0.45, -0.39, -0.11, -0.03, -0.42, -0.40, -0.03, -0.03, -0.10, 0.09, 0.07]}


No. 5
{"formula": "C11H11I2N8Os", "method": "ωB97M-V/def2-TZVPD", "orbital_gap_ev": [7.4, 4.7], "spin_multiplicity": 5, "total_charge": 3, "s_squared": 6.026, "e_homo_ev": [-17.7, -18.3], "relative_energy_ev": 0.000, "total_energy_ev": -42146.4370, "species": ["Os", "N", "C", "N", "C", "N", "N", "C", "N", "C", "C", "C", "C", "C", "N", "H", "H", "H", "H", "H", "H", "H", "H", "I", "I", "C", "C", "N", "N", "C", "H", "H", "H"], "coordinates": [[-0.893, -0.499, -1.017], [2.080, -1.675, -1.807], [2.154, -0.471, -1.176], [3.305, 0.070, -0.912], [3.356, 1.307, -0.362], [4.522, 1.919, -0.257], [2.223, 1.925, 0.099], [1.129, 1.312, -0.114], [0.960, 0.100, -0.746], [-0.129, 2.013, 0.213], [-0.236, 3.270, 0.718], [-1.536, 3.785, 0.942], [-2.652, 3.022, 0.620], [-2.471, 1.766, 0.071], [-1.240, 1.284, -0.139], [2.965, -2.030, -2.143], [1.271, -1.889, -2.386], [5.325, 1.460, -0.661], [4.593, 2.839, 0.169], [0.613, 3.887, 1.004], [-1.665, 4.803, 1.353], [-3.662, 3.412, 0.756], [-3.305, 1.185, -0.203], [-2.173, -0.882, -3.132], [-0.954, -4.923, 3.569], [-1.314, -3.956, 1.808], [-2.369, -4.171, 0.868], [-2.272, -3.265, -0.073], [-1.224, -2.414, 0.145], [-0.628, -2.804, 1.241], [-3.125, -4.950, 0.849], [-2.870, -3.194, -0.898], [0.221, -2.234, 1.600]], "lowdin_charge": [1.02, 0.18, -0.41, 0.21, -0.34, 0.26, 0.23, -0.28, -0.09, -0.17, 0.06, 0.05, 0.02, -0.08, -0.13, 0.13, 0.08, 0.15, 0.15, 0.14, 0.15, 0.14, 0.11, 0.37, 1.46, -0.64, -0.04, 0.06, -0.13, -0.12, 0.17, 0.15, 0.14]}


No. 6
{"formula": "C11H11N", "method": "ωB97M-V/def2-TZVPD", "orbital_gap_ev": 9.2, "total_charge": 0, "e_homo_ev": -8.6, "relative_energy_ev": 3.856, "total_energy_ev": -13072.0224, "smiles": "c1ccccc1.c1ccncc1", "species": ["C", "C", "C", "C", "C", "C", "H", "H", "H", "H", "H", "H", "C", "C", "C", "N", "C", "C", "H", "H", "H", "H", "H"], "coordinates": [[-0.737, 0.233, -0.798], [-1.187, -1.040, -0.477], [-2.450, -1.215, 0.152], [-3.129, -0.119, 0.632], [-2.532, 1.107, 0.399], [-1.413, 1.320, -0.351], [0.093, 0.279, -1.487], [-0.487, -1.883, -0.833], [-2.967, -2.160, 0.250], [-4.054, -0.252, 1.093], [-3.040, 1.911, 0.780], [-1.002, 2.349, -0.406], [1.857, 1.138, -0.741], [2.144, 1.163, 0.644], [2.207, 0.016, 1.422], [2.004, -1.274, 0.841], [1.695, -1.276, -0.448], [1.511, -0.148, -1.169], [2.119, 1.963, -1.429], [2.292, 2.066, 1.109], [2.501, 0.145, 2.497], [1.411, -2.275, -0.839], [1.323, -0.297, -2.216]], "lowdin_charge": [-0.14, -0.04, -0.07, -0.08, -0.10, -0.07, 0.04, 0.11, 0.10, 0.09, 0.07, 0.13, -0.05, -0.08, -0.09, 0.08, -0.22, -0.22, 0.13, 0.07, 0.11, 0.12, 0.13]}


No. 7
{"formula": "C11H11N3O2", "method": "ωB97M-V/def2-TZVPD", "orbital_gap_ev": 7.7, "total_charge": 0, "e_homo_ev": -8.3, "relative_energy_ev": 6.406, "total_energy_ev": -20141.0984, "smiles": "[H]/N=C/Cc1cnc2ccc(COO)cc2n1", "species": ["H", "N", "C", "C", "C", "C", "N", "C", "C", "C", "C", "C", "O", "O", "C", "C", "N", "H", "H", "H", "H", "H", "H", "H", "H", "H", "H"], "coordinates": [[1.371, 2.893, 4.651], [0.972, 2.567, 3.745], [-0.040, 3.359, 3.403], [-0.808, 3.020, 2.043], [-0.659, 1.479, 1.579], [-0.906, 0.319, 2.590], [-0.812, -1.080, 2.326], [-0.456, -1.260, 0.942], [-0.313, -2.758, 0.435], [0.025, -3.112, -1.053], [0.251, -1.981, -2.121], [0.619, -2.219, -3.665], [0.306, -1.027, -4.462], [1.483, -0.318, -4.514], [0.129, -0.509, -1.607], [-0.239, -0.145, -0.110], [-0.337, 1.257, 0.208], [-0.351, 4.275, 4.042], [-1.910, 3.373, 2.041], [-0.297, 3.653, 1.215], [-1.185, 0.621, 3.670], [-0.453, -3.664, 1.135], [0.098, -4.194, -1.418], [0.151, -3.163, -4.120], [1.770, -2.318, -3.714], [1.283, 0.569, -4.903], [0.310, 0.362, -2.337]], "lowdin_charge": [0.05, 0.06, -0.21, -0.14, -0.19, -0.05, 0.07, -0.19, 0.00, -0.03, -0.12, -0.14, -0.20, -0.08, 0.06, -0.16, 0.10, 0.12, 0.12, 0.12, 0.11, 0.10, 0.09, 0.14, 0.14, 0.13, 0.10]}


No. 8
{"formula": "C11H11N4O2Tc", "method": "ωB97M-V/def2-TZVPD", "orbital_gap_ev": [6.4, 4.1], "spin_multiplicity": 2, "total_charge": 3, "s_squared": 0.803, "e_homo_ev": [-19.7, -19.8], "total_energy_ev": -23804.3432, "species": ["Tc", "N", "N", "C", "O", "O", "H", "H", "H", "C", "C", "C", "C", "N", "C", "C", "C", "C", "C", "C", "N", "H", "H", "H", "H", "H", "H", "H", "H"], "coordinates": [[-1.102, 0.134, 0.640], [1.987, 0.767, 0.041], [2.109, 1.740, 1.040], [1.099, 2.082, 1.844], [0.974, 2.839, 2.722], [-0.171, 1.302, 1.535], [2.679, 0.043, 0.218], [2.217, 1.199, -0.851], [2.988, 2.226, 1.191], [-0.128, -4.134, 0.815], [-0.607, -4.606, -0.390], [-1.112, -3.689, -1.307], [-1.124, -2.310, -0.996], [-0.675, -1.864, 0.235], [-0.189, -2.744, 1.098], [-1.550, -1.288, -1.895], [-2.010, -1.526, -3.210], [-2.316, -0.455, -4.044], [-2.162, 0.826, -3.554], [-1.732, 1.017, -2.214], [-1.448, 0.005, -1.409], [0.280, -4.800, 1.567], [-0.589, -5.665, -0.621], [-1.489, -4.037, -2.259], [0.164, -2.365, 2.051], [-2.117, -2.537, -3.577], [-2.666, -0.626, -5.056], [-2.386, 1.699, -4.157], [-1.635, 2.019, -1.809]], "lowdin_charge": [1.61, 0.04, 0.03, -0.49, 0.26, -0.29, 0.11, 0.11, 0.19, 0.10, 0.07, 0.13, -0.14, -0.07, 0.01, -0.14, 0.13, 0.07, 0.10, 0.01, -0.07, 0.16, 0.16, 0.15, 0.15, 0.15, 0.16, 0.16, 0.15]}


No. 9
{"formula": "C11H11NO", "method": "ωB97M-V/def2-TZVPD", "orbital_gap_ev": 8.2, "total_charge": 0, "e_homo_ev": -7.8, "relative_energy_ev": 7.853, "total_energy_ev": -15115.1153, "species": ["C", "C", "C", "C", "C", "C", "C", "C", "C", "C", "C", "H", "H", "H", "H", "H", "H", "H", "H", "H", "H", "H", "N", "O"], "coordinates": [[0.320, 2.714, 2.175], [-0.074, 0.917, 0.588], [0.673, 1.599, -0.258], [1.226, 0.990, -1.377], [0.836, -0.247, -1.871], [0.059, -0.955, -1.016], [-0.555, -2.235, -1.538], [-1.569, -2.688, -0.865], [-1.725, -2.450, 0.618], [-0.992, -1.463, 1.246], [-0.237, -0.580, 0.326], [0.630, 3.064, 3.505], [1.450, 2.558, 1.592], [-0.235, 3.570, 1.492], [-1.363, 1.386, 1.968], [0.671, 2.741, -0.193], [2.054, 1.651, -1.700], [2.851, -0.414, -3.132], [-0.403, -2.432, -2.706], [-2.079, -3.694, -1.110], [-2.134, -3.509, 0.965], [-0.859, -1.153, 2.514], [-0.329, 1.521, 1.754], [1.784, -0.889, -2.975]], "lowdin_charge": [-0.18, -0.29, -0.12, -0.04, -0.17, -0.15, -0.04, -0.14, -0.10, -0.06, -0.06, 0.17, 0.13, 0.11, 0.17, 0.13, 0.12, 0.22, 0.16, 0.12, 0.13, 0.19, -0.12, -0.16]}


No. 10
{"formula": "C11H11O2S", "method": "ωB97M-V/def2-TZVPD", "orbital_gap_ev": 7.0, "total_charge": -1, "e_homo_ev": -3.9, "relative_energy_ev": 0.479, "total_energy_ev": -26513.7471, "smiles": "C#C[C@](CCC)(C(=O)[O-])c1cccs1", "species": ["C", "C", "C", "C", "C", "C", "C", "O", "O", "C", "C", "C", "C", "S", "H", "H", "H", "H", "H", "H", "H", "H", "H", "H", "H"], "coordinates": [[-1.951, -2.159, -2.283], [-1.618, -1.554, -1.288], [-1.376, -1.000, -0.029], [0.127, -1.014, 0.322], [1.186, -0.477, -0.732], [2.610, -0.600, -0.268], [-2.179, -2.162, 1.092], [-2.394, -1.758, 2.198], [-2.438, -3.158, 0.484], [-1.839, 0.434, 0.176], [-1.877, 1.219, 1.325], [-2.859, 2.288, 1.219], [-3.440, 2.384, -0.050], [-2.975, 1.125, -1.067], [-2.111, -2.535, -3.227], [0.438, -2.007, 0.332], [0.371, -0.339, 1.262], [1.134, -1.186, -1.628], [1.066, 0.602, -0.879], [2.846, 0.070, 0.585], [2.843, -1.571, 0.052], [3.359, -0.442, -0.995], [-1.514, 0.875, 2.194], [-2.915, 2.909, 2.054], [-4.115, 3.050, -0.459]], "lowdin_charge": [0.14, -0.19, -0.38, -0.14, -0.25, -0.16, -0.67, 0.02, 0.01, -0.38, -0.12, -0.17, -0.48, 1.00, -0.01, 0.09, 0.15, 0.13, 0.10, 0.08, 0.05, 0.05, 0.06, 0.06, 0.01]}


No. 11
{"formula": "C11H11P", "method": "ωB97M-V/def2-TZVPD", "orbital_gap_ev": 8.5, "total_charge": 0, "e_homo_ev": -8.1, "relative_energy_ev": 1.878, "total_energy_ev": -20870.0448, "smiles": "C/C(P)=C/C#Cc1ccccc1", "species": ["C", "C", "P", "C", "C", "C", "C", "C", "C", "C", "C", "C", "H", "H", "H", "H", "H", "H", "H", "H", "H", "H", "H"], "coordinates": [[4.401, 1.170, 0.123], [3.242, 0.201, -0.127], [4.147, -1.394, -0.134], [2.006, 0.661, -0.103], [0.793, -0.045, -0.099], [-0.402, -0.178, 0.118], [-1.864, -0.298, 0.186], [-2.478, 0.712, -0.533], [-3.870, 0.766, -0.556], [-4.584, -0.299, 0.031], [-3.951, -1.281, 0.807], [-2.521, -1.386, 0.825], [5.206, 0.489, 0.352], [4.129, 1.888, 0.907], [4.663, 1.929, -0.724], [3.195, -2.292, -0.630], [4.729, -1.232, -1.357], [1.843, 1.779, 0.016], [-1.911, 1.621, -0.778], [-4.455, 1.628, -0.856], [-5.664, -0.244, 0.086], [-4.750, -1.977, 1.211], [-1.904, -2.217, 1.233]], "lowdin_charge": [-0.18, -0.56, 0.84, -0.18, -0.03, 0.03, -0.25, -0.06, -0.07, -0.11, -0.08, -0.01, -0.01, 0.07, 0.11, -0.12, -0.11, 0.14, 0.12, 0.10, 0.09, 0.12, 0.12]}


No. 12
{"formula": "C11H12BF2S3W", "method": "ωB97M-V/def2-TZVPD", "orbital_gap_ev": 6.7, "total_charge": 1, "e_homo_ev": -12.3, "relative_energy_ev": 1.391, "total_energy_ev": -52038.2736, "species": ["W", "S", "C", "S", "S", "F", "B", "F", "C", "C", "C", "C", "C", "C", "C", "C", "C", "C", "H", "H", "H", "H", "H", "H", "H", "H", "H", "H", "H", "H"], "coordinates": [[-0.277, 1.303, -0.701], [-2.941, 4.885, -0.863], [-2.111, 3.543, -0.731], [-1.415, 2.779, 0.696], [-1.645, 2.452, -2.106], [2.224, 3.222, -1.177], [1.680, 2.073, -1.521], [2.312, 1.303, -2.394], [-0.924, -3.049, -0.313], [-1.047, -1.566, -0.028], [-2.304, -1.221, 0.752], [-0.616, -0.621, -1.080], [0.231, -0.817, 0.415], [0.115, 0.381, 1.263], [1.340, 1.124, 1.428], [2.529, 0.673, 0.929], [2.660, -0.665, 0.419], [1.559, -1.399, 0.201], [-1.847, -3.398, -0.775], [-0.785, -3.602, 0.617], [-0.108, -3.287, -0.991], [-3.168, -1.600, 0.207], [-2.448, -0.148, 0.881], [-2.287, -1.699, 1.732], [-0.051, -1.003, -1.939], [-0.667, 0.466, 2.005], [1.303, 2.063, 1.968], [3.413, 1.291, 1.034], [3.645, -1.068, 0.230], [1.629, -2.416, -0.157]], "lowdin_charge": [1.05, 0.76, -1.65, 0.61, 0.59, 0.20, -0.70, 0.19, -0.01, -0.48, -0.01, -0.12, -0.28, -0.27, -0.13, -0.04, -0.04, 0.00, 0.10, 0.11, 0.09, 0.10, 0.06, 0.11, 0.14, 0.11, 0.13, 0.14, 0.13, 0.12]}